Formula: C16H27NO2
Source: the OMol25 dataset
Level of theory: ωB97M-V with the def2-TZVPD basis set

The total energy comes out at -831.074015 Ha. As for the SMILES: COCCCNCCOc1cc(C(C)C)ccc1C. The value obtained for the frontier orbital gap is 8.92 eV. The energy above the lowest of the compared OMol25 structures with the same formula, charge and spin is 151.6 kJ/mol. The charge is 0. Its spin multiplicity is 1.

Each line ends with the Löwdin charge.
Element x y z (Å)
C: 2.5344 2.9174 -0.3480  -0.11
O: 1.8899 1.6883 -0.5425  -0.23
C: 2.6411 0.7916 -1.3374  -0.23
C: 1.9121 -0.5518 -1.4005  -0.14
C: 2.5367 -1.6276 -0.5053  -0.23
N: 2.8595 -1.1472 0.8309  -0.06
H: 3.3336 -1.8887 1.3385  0.11
C: 1.7590 -0.6371 1.6193  -0.20
C: 0.7082 -1.6703 2.0765  -0.17
O: -0.0457 -2.2591 1.0400  -0.06
C: -1.0116 -1.5380 0.3952  -0.23
C: -1.3550 -0.2272 0.6904  0.03
C: -2.3408 0.4347 -0.0321  -0.21
C: -2.9943 -0.2446 -1.0472  -0.04
C: -2.6654 -1.5588 -1.3352  -0.04
C: -1.6768 -2.2227 -0.6342  -0.21
C: -1.2986 -3.6376 -0.9475  -0.03
H: -1.3135 -4.2403 -0.0411  0.08
H: -1.9812 -4.0674 -1.6760  0.08
H: -0.2863 -3.6765 -1.3494  0.08
H: -3.1858 -2.0782 -2.1274  0.11
H: -3.7631 0.2534 -1.6201  0.11
C: -2.6446 1.8898 0.2277  -0.38
C: -1.5728 2.7460 -0.4552  -0.05
H: -0.5831 2.4757 -0.0945  0.06
H: -1.5923 2.5859 -1.5309  0.08
H: -1.7459 3.8020 -0.2575  0.08
C: -2.7357 2.2252 1.7164  -0.07
H: -1.7585 2.1781 2.1904  0.07
H: -3.4034 1.5318 2.2235  0.08
H: -3.1220 3.2341 1.8468  0.08
H: -3.6134 2.1197 -0.2306  0.13
H: -0.8507 0.2988 1.4833  0.11
H: 1.2179 -2.5183 2.5484  0.13
H: 0.0456 -1.2117 2.8230  0.12
H: 2.1895 -0.1959 2.5244  0.12
H: 1.2911 0.1584 1.0414  0.09
H: 1.8620 -2.4971 -0.4933  0.10
H: 3.4866 -1.9461 -0.9485  0.12
H: 1.9181 -0.9303 -2.4234  0.11
H: 0.8719 -0.3780 -1.1229  0.10
H: 3.6403 0.6594 -0.8995  0.12
H: 2.7583 1.2199 -2.3452  0.12
H: 3.4951 2.7846 0.1652  0.09
H: 2.7143 3.4280 -1.3030  0.09
H: 1.8755 3.5275 0.2673  0.08



Formula: C16H28ClCrN6O4
Source: the OMol25 dataset
Level of theory: ωB97M-V with the def2-TZVPD basis set

The total energy comes out at -2760.200687 Ha. The value obtained for the frontier orbital gap (alpha / beta) is 8.22 / 6.84 eV. The expectation value of S² is 6.06. The charge is +1. Its spin multiplicity is 5.

Each line ends with the Mulliken spin population.
Element x y z (Å)
Cr: -0.0111 -1.4997 0.0981  2.13
O: 0.1649 -4.1832 -2.5813  0.27
Cl: 0.1469 -4.7009 -1.2075  0.39
O: -0.9539 -5.6077 -0.8908  0.33
O: 1.4711 -2.1478 -0.0371  -0.03
O: -1.4713 -2.1454 -0.0471  -0.10
C: -2.3383 -1.8058 3.6270  0.00
N: -1.2699 -0.9073 3.1921  0.01
C: 0.0792 -1.3675 3.5110  0.01
C: -1.4541 0.0189 2.2523  -0.09
N: -0.4605 0.2180 1.3526  0.16
C: -0.1103 1.4427 0.9085  0.27
C: -0.3061 2.6561 1.6027  -0.05
C: 0.1665 3.8283 1.0835  0.14
C: 0.8488 3.8592 -0.1625  0.07
C: 1.0574 2.7162 -0.8702  0.03
C: 0.5837 1.4712 -0.3697  0.20
N: 0.6263 0.3047 -1.0067  0.25
C: 1.4305 0.0399 -2.0867  -0.10
N: 0.8724 -0.5507 -3.1326  0.01
C: -0.5846 -0.5845 -3.2780  0.02
C: 1.6029 -1.4993 -3.9778  0.00
N: 2.7474 0.2500 -2.0255  0.02
C: 3.5703 0.4509 -3.2130  0.00
C: 3.4529 0.3084 -0.7462  0.00
N: -2.6241 0.6601 2.1404  0.02
C: -3.5092 0.9083 3.2727  0.00
C: -3.0803 1.1909 0.8605  0.00
H: -2.0165 -2.8284 3.4307  0.00
H: -3.2414 -1.6276 3.0542  0.00
H: -2.5424 -1.6934 4.6919  0.00
H: 0.1025 -1.6566 4.5603  0.00
H: 0.7990 -0.5725 3.3449  0.00
H: 0.3538 -2.2332 2.9020  0.01
H: -0.8104 2.6442 2.5604  0.00
H: 0.0225 4.7520 1.6278  0.01
H: 1.1984 4.8067 -0.5496  0.01
H: 1.5536 2.7430 -1.8314  0.00
H: -1.0316 0.2931 -2.8222  0.00
H: -0.9949 -1.4854 -2.8163  0.01
H: -0.8175 -0.5874 -4.3411  0.00
H: 2.5348 -1.7821 -3.4975  0.00
H: 1.7948 -1.0900 -4.9694  0.00
H: 0.9925 -2.3957 -4.0664  0.00
H: 2.9444 0.6747 -4.0722  0.00
H: 4.1921 -0.4175 -3.4318  0.00
H: 4.2231 1.3045 -3.0267  0.00
H: 2.8904 -0.2390 0.0053  0.01
H: 3.6285 1.3405 -0.4360  0.00
H: 4.4132 -0.1891 -0.8735  0.00
H: -2.9948 0.6990 4.2065  0.00
H: -4.4193 0.3098 3.2164  0.00
H: -3.7912 1.9620 3.2565  0.00
H: -2.5550 0.6978 0.0458  0.00
H: -2.9324 2.2715 0.8005  0.00
H: -4.1436 0.9751 0.7625  0.00



Formula: C16H28CrF12N2O20S6
Source: the OMol25 dataset
Level of theory: ωB97M-V with the def2-TZVPD basis set

The total energy comes out at -6872.005956 Ha. The value obtained for the frontier orbital gap (alpha / beta) is 5.18 / 5.38 eV. The expectation value of S² is 15.77. The energy above the lowest of the compared OMol25 structures with the same formula, charge and spin is 323.8 kJ/mol. The charge is +1. Its spin multiplicity is 8.

Each line ends with the Mulliken spin population.
Element x y z (Å)
Cr: -0.6017 -0.2649 0.5893  4.44
C: -3.5316 0.2743 3.8922  0.06
F: -2.4552 -0.0512 4.6250  0.01
F: -4.3326 -0.7463 3.7065  0.00
F: -4.2602 1.0817 4.6674  0.01
S: -3.1040 1.1921 2.1604  0.10
O: -4.3256 1.9026 1.8919  0.04
O: -1.9908 2.0346 2.4187  0.04
N: -2.4955 0.0928 0.9468  0.84
S: -3.8291 -0.3768 0.1808  0.05
O: -3.4275 -1.5327 -0.5502  0.05
O: -4.9534 -0.6268 1.0059  0.05
C: -4.3160 1.0871 -1.1331  0.05
F: -3.1564 1.6762 -1.4309  0.00
F: -5.0789 0.6151 -2.0509  0.01
F: -5.1022 1.9613 -0.5288  0.00
C: -2.5804 -4.1027 1.3332  0.01
F: -3.6586 -3.3185 1.5590  0.00
F: -2.6115 -5.1924 2.0342  0.00
F: -2.3986 -4.3044 0.0291  0.00
S: -1.1049 -3.1293 2.0388  0.13
O: -1.6577 -2.0913 2.8772  0.07
O: -0.2307 -4.1107 2.6763  0.03
N: -0.3327 -2.2264 0.7663  -0.01
S: 0.6210 -3.3919 0.1750  0.06
O: 0.1567 -4.7870 0.0671  0.22
O: 0.9966 -2.7789 -1.1718  0.74
C: 2.2691 -3.3095 1.1491  0.01
F: 3.1705 -2.8292 0.3761  0.01
F: 2.1722 -2.4666 2.1536  0.00
F: 2.7523 -4.4882 1.5186  0.00
C: 0.1797 4.3113 1.1909  0.00
O: -0.2243 3.9888 -0.1846  0.01
C: -0.4394 2.8033 -0.7132  0.02
O: -0.3994 1.7413 -0.0117  0.04
O: -0.4282 2.7983 -2.1123  0.00
C: -0.1640 3.9558 -2.8237  0.00
H: -0.5071 3.8420 1.8953  0.00
H: 0.1226 5.3840 1.3760  0.00
H: 1.1851 3.9063 1.3051  0.00
H: -1.0111 4.6415 -2.8068  0.00
H: -0.0863 3.6970 -3.8797  0.00
H: 0.7883 4.4350 -2.5967  0.00
C: 0.5278 -0.4574 5.8370  0.00
O: 0.1940 -0.5671 4.4915  0.00
C: 0.7826 0.1563 3.5463  -0.01
O: 0.3803 0.2414 2.3721  -0.01
O: 1.9576 0.6863 3.9420  0.00
C: 3.0410 0.9913 3.0456  0.00
H: 1.4732 -0.8992 6.1520  0.00
H: -0.1552 -1.0157 6.4772  0.00
H: 0.4715 0.5865 6.1454  0.00
H: 3.7217 0.1952 2.7439  0.00
H: 3.7061 1.7363 3.4823  0.00
H: 2.7790 1.6286 2.2010  0.00
O: 1.3960 -0.1804 -0.1431  0.03
S: 2.5392 0.7000 -0.5589  0.02
O: 2.4244 2.1812 -0.2902  0.01
O: 3.9284 0.1233 0.1909  0.00
C: 5.1175 0.8641 0.0195  0.00
C: 6.2574 0.0552 -0.6681  0.00
C: 3.1846 0.2682 -2.2396  0.01
H: 5.4370 0.9994 1.0528  0.00
H: 5.0881 1.9067 -0.2970  0.00
H: 7.2684 0.2690 -0.3214  0.00
H: 6.1276 -0.0734 -1.7427  0.00
H: 6.1215 -0.9519 -0.2741  0.00
H: 2.6044 0.6386 -3.0848  0.00
H: 3.1291 -0.8190 -2.2945  0.00
H: 4.2070 0.6383 -2.3170  0.00
O: 0.3085 -0.6616 -3.8658  0.01
S: -0.8682 -0.7545 -3.0320  0.00
O: -0.7323 -0.4353 -1.5871  -0.14
O: -2.1525 0.0773 -3.7537  0.00
C: -2.0053 0.7041 -5.0185  0.00
C: -1.8243 -0.3084 -6.1840  0.00
C: -1.5516 -2.4743 -3.1911  0.00
H: -1.1875 1.4245 -5.0017  0.00
H: -3.0108 1.0950 -5.1747  0.00
H: -1.9211 0.2071 -7.1395  0.00
H: -2.6337 -1.0375 -6.2190  0.00
H: -0.8280 -0.7479 -6.1345  0.00
H: -2.4096 -2.5439 -2.5224  0.00
H: -0.6637 -3.0863 -3.0325  0.00
H: -1.8484 -2.6572 -4.2238  0.00



Formula: C16H28F4O5Ti
Source: the OMol25 dataset
Level of theory: ωB97M-V with the def2-TZVPD basis set

The total energy comes out at -2251.139592 Ha. The value obtained for the frontier orbital gap (alpha / beta) is 6.85 / 6.37 eV. The expectation value of S² is 0.86. The charge is +1. Its spin multiplicity is 2.

Each line ends with the Mulliken spin population.
Element x y z (Å)
C: -0.7783 4.0924 1.9276  0.00
C: -2.0547 3.8365 1.1204  0.00
O: -2.3766 2.4540 1.0747  0.00
C: -1.5188 1.7142 0.2409  0.00
C: -2.2439 0.4384 -0.1799  0.00
C: -1.5981 -0.8104 0.4189  0.00
O: -0.3694 -0.9818 -0.2452  0.00
C: 0.5966 -1.7370 0.4672  0.00
C: 1.7899 -1.9035 -0.4876  -0.01
C: 1.3557 -2.0977 -1.9279  0.03
C: 2.6383 -2.1117 -2.8287  0.13
C: 3.2915 -0.7510 -2.9024  -0.02
O: 4.4809 -0.5813 -2.7471  0.00
O: 2.3858 0.1891 -3.2579  0.00
C: 2.5880 1.5171 -2.7310  0.00
C: 1.9572 1.6986 -1.3562  0.00
C: 1.0717 -1.0668 1.7441  0.00
O: 0.3288 -1.6175 2.8268  0.00
C: 0.0337 -0.6735 3.8378  0.00
C: -2.5285 -1.9986 0.2185  0.00
F: -1.9181 -3.1816 0.4834  0.00
F: -2.9033 -2.0596 -1.1045  0.00
C: -3.8483 -1.9283 1.0452  0.00
F: -4.0420 -3.0905 1.7143  0.00
F: -3.8017 -0.9237 1.9582  0.00
H: 0.0713 4.2159 1.2626  0.00
H: -0.8832 4.9479 2.5796  0.00
H: -0.5887 3.2108 2.5318  0.00
H: -1.9764 4.2351 0.1091  0.00
H: -2.9018 4.3044 1.6052  0.00
H: -1.3015 2.3023 -0.6548  0.00
H: -0.5606 1.5076 0.7245  0.00
H: -2.1524 0.3297 -1.2562  0.00
H: -3.2853 0.5376 0.0900  0.00
H: -1.5078 -0.6286 1.4873  0.00
H: 0.2663 -2.7378 0.7278  0.00
H: 2.4476 -1.0431 -0.3866  0.00
H: 2.3655 -2.7665 -0.1686  0.00
H: 0.7155 -1.2708 -2.2712  -0.03
H: 0.8818 -3.0803 -2.0022  -0.01
H: 3.3412 -2.8628 -2.5064  0.01
H: 2.3858 -2.3760 -3.8982  -0.16
H: 3.6392 1.7685 -2.6846  0.00
H: 2.1035 2.1938 -3.4209  0.00
H: 2.6787 1.5060 -0.5698  0.00
H: 1.6180 2.7211 -1.2383  0.00
H: 1.0957 1.0431 -1.2678  0.00
H: 0.8941 0.0076 1.7317  0.00
H: 2.1235 -1.2988 1.9084  0.00
H: -0.5009 0.1941 3.4452  0.00
H: -0.6236 -1.1488 4.5531  0.00
H: 0.9504 -0.3557 4.3289  0.00
H: -4.6889 -1.7777 0.3703  0.00
Ti: 0.8564 -2.1042 -4.4395  1.06